48
Properties=species:S:1:pos:R:3:forces:R:3:mulliken_charge:R:1 method="wB97M-V/def2-TZVPD" energy_ev=-55302.6420 lumo_ev="-9.73 / -9.73" total_charge=+2 e_above_lowest_kj_mol=216.9 gap_ev="5.22 / 5.22"
Hf 0.2078 -0.9735 -1.1223 -3.00 0.90 0.61 0.318
H 0.9570 -0.5451 0.5956 0.01 -0.99 1.90 -0.634
H 0.3427 -0.9769 0.8764 1.27 0.69 0.49 0.591
P 2.6898 -0.4580 -1.2864 3.92 -0.02 -0.65 0.308
P -1.9606 -2.1218 -1.1783 -2.05 -1.71 -0.09 0.832
C -3.2351 -1.0488 -1.9266 0.48 0.33 0.08 -1.073
H -4.1549 -1.6522 -1.9920 0.23 0.38 -0.11 0.479
H -3.3493 -0.1507 -1.2848 -0.20 -0.62 -0.37 0.281
H -2.8784 -0.7300 -2.9216 -0.42 -0.19 0.25 0.346
C -1.7728 -3.5982 -2.2017 -0.20 -0.04 0.02 -1.131
H -1.0019 -4.2449 -1.7357 -0.58 0.08 -0.32 0.402
H -2.7667 -4.0785 -2.2310 0.63 -0.22 -0.31 0.422
H -1.4133 -3.2720 -3.1971 -0.39 -0.39 0.42 0.403
C -2.5861 -2.6229 0.4520 0.12 0.09 0.15 -1.091
H -2.7557 -1.7172 1.0692 -0.07 -0.60 -0.38 0.285
H -3.5240 -3.1802 0.2801 0.39 0.16 0.36 0.442
H -1.8221 -3.2543 0.9452 -0.58 0.11 -0.14 0.362
C 3.4526 -1.6436 -2.4850 -0.54 -0.01 0.12 -1.213
H 4.5334 -1.4533 -2.5827 -0.42 -0.07 0.08 0.418
H 3.2665 -2.6668 -2.1230 0.26 0.24 -0.17 0.400
H 2.9337 -1.5297 -3.4479 0.32 -0.03 0.23 0.395
C 3.1445 1.1911 -1.9629 -0.75 0.14 0.08 -1.201
H 2.7924 1.9618 -1.2547 0.32 -0.16 -0.33 0.390
H 4.2386 1.2589 -2.1068 -0.54 -0.12 0.11 0.442
H 2.6152 1.3313 -2.9217 0.38 0.03 0.30 0.388
C 3.7286 -0.6368 0.2151 -0.37 -0.04 0.22 -1.102
H 3.5523 -1.6439 0.6384 0.27 0.44 -0.12 0.369
H 4.8005 -0.5079 -0.0364 -0.64 -0.04 0.19 0.429
H 3.3941 0.1154 0.9554 0.39 -0.30 -0.25 0.356
C -0.3016 1.0002 -1.7682 -1.36 4.60 -1.69 0.670
O -0.6924 2.0339 -2.0147 0.83 -1.81 0.36 -0.100
H 0.4042 -1.4411 -2.8563 0.22 0.08 -0.46 -0.194
O -3.9050 3.2194 2.4847 1.06 -0.55 -0.60 -0.604
S -2.7462 3.2818 1.6319 -0.86 2.22 0.73 1.160
O -2.5450 4.5144 0.8927 0.26 -1.80 0.42 -0.605
N -2.6881 1.9698 0.6311 2.13 -2.10 -0.55 -0.487
C -1.6127 1.2078 0.8516 -2.41 3.64 1.18 -0.141
O -1.3757 0.2135 0.0739 2.36 -2.58 -1.67 0.447
C -0.7485 1.6491 2.0013 0.78 -0.12 0.40 0.893
C 0.4203 1.1043 2.6047 -0.33 -0.56 -0.81 0.041
C 1.0528 1.7117 3.6829 -0.22 0.18 -0.06 -1.114
C 0.5035 2.8942 4.1796 -0.13 0.43 0.20 -0.433
C -0.6531 3.4636 3.6125 -0.12 -0.06 -0.22 -0.654
C -1.2629 2.8307 2.5174 0.71 0.14 0.99 -0.085
H 0.8487 0.1618 2.2538 -0.23 0.49 0.39 0.332
H 1.9576 1.2707 4.1453 -0.76 0.32 -0.40 0.410
H 0.9992 3.3725 5.0351 -0.41 -0.09 -0.43 0.398
H -1.0836 4.3906 4.0120 0.26 -0.45 -0.14 0.453



56
Properties=species:S:1:pos:R:3:forces:R:3:mulliken_charge:R:1 method="wB97M-V/def2-TZVPD" energy_ev=-43587.9915 lumo_ev=1.78 total_charge=-1 e_above_lowest_kj_mol=0.0 gap_ev=4.77
Li -5.7305 -0.7671 18.6630 0.43 -0.47 0.96 0.899
O -7.7465 -0.7602 22.7782 -0.24 0.16 -0.30 -0.816
C -7.5301 -0.8685 21.5518 0.91 -0.63 -0.02 -0.165
N -6.4104 -1.2532 20.8904 -1.80 0.44 -0.04 0.074
C -5.4492 -1.9724 21.5520 2.41 -0.08 0.28 0.154
C -5.4943 -2.3422 22.9268 -0.92 0.26 -0.20 -0.594
C -4.4960 -3.0793 23.5284 1.10 -0.67 0.41 -0.472
C -3.3389 -3.4521 22.8132 -1.07 0.34 0.54 -0.650
C -3.2126 -3.0395 21.4982 0.13 -0.52 -1.44 -0.494
C -4.2197 -2.2975 20.7999 -0.35 -0.07 2.77 0.317
N -4.0623 -1.7773 19.5374 -0.89 -0.21 -0.90 -0.276
C -2.9151 -1.8554 18.9086 1.11 1.25 -0.25 0.406
O -1.7572 -2.1564 19.2671 -0.16 -0.56 0.35 -0.817
C -2.9251 -1.3450 17.4751 1.36 0.09 -1.66 0.365
C -1.6483 -1.2927 16.7468 -1.13 0.94 1.77 -0.635
C -1.6452 -0.8452 15.4550 -1.78 -0.62 0.26 -0.402
C -2.8682 -0.8027 14.7829 -1.01 -0.38 -0.09 -0.577
C -4.0253 -1.0363 15.5037 -1.64 0.29 -0.52 -0.216
N -4.0606 -1.0783 16.8334 0.11 -1.27 1.02 -0.129
C -8.7138 -0.5682 20.6468 0.63 1.81 0.54 0.514
C -9.8669 0.0793 21.1800 0.27 -0.89 -0.30 -0.479
C -10.8939 0.4560 20.3248 0.81 -0.79 -0.29 -0.476
C -10.6874 0.1679 18.9652 0.47 -0.77 -0.30 -0.537
C -9.5158 -0.4885 18.5351 -0.46 1.61 1.48 -0.406
N -8.4931 -0.7237 19.3513 -0.74 -0.82 -0.44 -0.141
H -6.3704 -2.0111 23.5152 0.81 -0.37 -0.53 0.350
H -4.5692 -3.3837 24.5935 -0.11 0.33 -0.73 0.274
H -2.5627 -4.0325 23.3147 -0.12 0.12 -0.27 0.333
H -2.3447 -3.3989 20.9042 -0.68 0.65 0.65 0.262
H -0.7320 -1.3792 17.3283 -0.36 -0.32 -0.12 0.358
H -0.7925 -0.6331 14.8960 1.59 0.25 -0.55 0.484
H -2.9574 -0.6477 13.7204 0.20 0.01 -0.20 0.357
H -5.0741 -1.2507 15.0978 1.71 0.90 -0.17 0.343
H -9.9411 0.1930 22.2577 0.18 -0.01 -0.19 0.429
H -11.8207 0.8367 20.7522 0.19 0.23 -0.44 0.426
H -11.3866 0.3640 18.1814 -0.70 0.27 -0.10 0.432
H -9.3162 -0.7085 17.5171 -0.22 -0.07 -0.98 0.539
O -10.2548 3.4696 13.8655 -0.02 -0.14 -0.11 -0.567
C -9.8735 4.5487 14.6516 -1.48 -0.18 -0.07 -0.380
N -9.2624 4.0974 15.8868 1.06 0.60 1.68 -0.218
C -8.6134 2.9177 16.0597 0.50 -0.89 -2.17 0.862
O -8.5779 2.0210 15.1920 -0.23 0.79 0.44 -0.833
C -7.8648 2.6810 17.2850 0.19 0.65 1.78 0.750
C -8.2624 3.3220 18.4678 0.31 -0.56 0.43 -0.554
C -7.6572 2.9106 19.6761 -1.03 1.52 -0.56 -0.499
C -6.6114 2.0224 19.6529 0.58 -0.43 -0.49 -0.398
N -6.2156 1.4289 18.5042 0.18 0.24 -0.57 -0.467
C -6.7915 1.7598 17.3386 -1.55 1.09 2.46 -0.638
H -9.6206 2.7519 14.0856 -0.10 -0.17 -0.24 0.453
H -10.8156 5.0598 14.9340 0.55 0.17 -0.15 0.299
H -9.2450 5.2251 14.0743 0.42 0.21 0.20 0.259
H -9.0324 4.7977 16.6192 -0.49 -0.68 -1.15 0.205
H -9.0373 4.1320 18.4704 0.65 -1.12 0.13 0.203
H -8.0312 3.3829 20.5835 0.43 -0.28 0.01 0.440
H -5.9995 1.8202 20.5458 -0.61 -0.31 -0.44 0.306
H -6.4684 1.3275 16.4466 0.62 -0.92 -1.18 0.741